[1]
{
  "formula": "C4H8",
  "method": "ωB97M-V with the def2-TZVPD basis set",
  "homo_ha": -0.3169,
  "smiles": "C1=CC1.C",
  "energy_ha": -157.022231,
  "homo_lumo_gap_ev": 9.28,
  "charge": 0,
  "lumo_ev": 0.66,
  "species": ["C", "C", "C", "C", "H", "H", "H", "H", "H", "H", "H", "H"],
  "xyz": [[0.61581, -0.36914, -1.14797], [1.20685, -1.17201, -0.13944], [-1.41062, 1.67925, 0.71702], [0.19027, -0.79994, 0.54691], [-0.22904, -0.57768, -1.78545], [2.16260, -1.69664, -0.09745], [-2.09518, 1.37339, -0.07707], [-1.33828, 2.76106, 0.74260], [-0.48165, 1.16801, 0.47129], [-0.75003, -1.32157, 0.57764], [-1.83097, 1.29054, 1.64285], [0.99132, 0.64129, -1.30300]],
  "forces_ev_per_angstrom": [[-1.5, 1.7, 1.0], [3.0, -1.6, -0.3], [-0.5, -0.3, -0.3], [-0.8, -0.7, -2.1], [0.3, -0.9, -0.2], [-0.2, 0.0, 0.4], [-0.1, 0.2, 0.0], [0.1, 0.0, 0.0], [0.0, 0.6, 0.3], [-0.5, 0.8, 1.0], [0.2, 0.1, 0.1], [-0.1, 0.0, 0.2]]
}



[2]
{
  "formula": "C4H8B3F12OSn",
  "method": "ωB97M-V with the def2-TZVPD basis set",
  "s_squared": 0.75,
  "homo_ha": [-0.0417, -0.1486],
  "energy_ha": -1720.366871,
  "spin_multiplicity": 2,
  "homo_lumo_gap_ev": [5.11, 8.00],
  "charge": -2,
  "lumo_ev": [3.97, 3.96],
  "species": ["Sn", "B", "F", "F", "F", "F", "B", "F", "F", "F", "F", "B", "F", "F", "F", "F", "C", "C", "C", "O", "C", "H", "H", "H", "H", "H", "H", "H", "H"],
  "xyz": [[-30.82157, -29.36964, 22.81588], [-31.88589, -29.34788, 26.31475], [-31.00765, -30.21279, 25.64863], [-32.77874, -30.19270, 26.89658], [-31.15775, -28.71089, 27.25720], [-32.41902, -28.49790, 25.35119], [-27.54067, -29.55602, 24.31394], [-28.60056, -29.71112, 25.07481], [-26.75150, -30.68620, 24.36336], [-27.97648, -29.35494, 22.99317], [-26.83491, -28.47120, 24.71849], [-29.58362, -32.93085, 23.59194], [-29.54981, -32.26688, 24.75207], [-30.35418, -34.03390, 23.79422], [-29.77897, -32.07438, 22.46694], [-28.27439, -33.43110, 23.55371], [-34.05161, -25.83805, 21.32845], [-34.36240, -26.91000, 20.32346], [-34.46388, -28.14114, 21.22519], [-33.31342, -27.99064, 22.05355], [-33.09673, -26.63340, 22.29463], [-34.81000, -25.48939, 22.02944], [-33.63234, -24.88598, 21.00309], [-33.55852, -27.02344, 19.59611], [-35.27195, -26.73797, 19.74793], [-34.34143, -29.04005, 20.62097], [-35.38332, -28.23977, 21.80226], [-32.02385, -26.48234, 22.17543], [-33.30308, -26.47884, 23.35370]],
  "forces_ev_per_angstrom": [[0.7, -0.7, 1.6], [1.6, -1.8, -0.5], [0.4, -0.1, -1.6], [-2.2, -0.3, 0.8], [0.4, 1.7, 1.3], [-0.8, 1.0, -0.8], [1.3, -1.2, -0.4], [-2.9, -0.1, 1.7], [0.9, -0.7, -0.2], [-0.8, 0.3, -2.0], [1.5, 2.1, 0.4], [2.8, -0.3, 1.1], [-1.3, 2.3, 1.7], [-2.3, -1.3, -1.2], [-0.9, -0.1, -0.2], [1.5, -0.8, -1.7], [1.4, 0.5, 1.9], [-1.4, 0.1, -0.1], [1.1, -0.2, -0.9], [-0.6, -1.4, -0.5], [0.4, 0.9, 0.4], [-1.0, -0.5, -0.6], [0.4, -0.3, -0.5], [0.2, -0.1, 0.2], [-0.2, 0.0, 0.0], [0.0, -0.2, 0.3], [-0.1, 0.3, 0.1], [0.0, 0.4, -0.3], [-0.2, 0.5, 0.0]]
}



[3]
{
  "formula": "C4H8BCsF4O2S",
  "method": "ωB97M-V with the def2-TZVPD basis set",
  "homo_ha": -0.4072,
  "energy_ha": -1150.603128,
  "homo_lumo_gap_ev": 10.66,
  "charge": 0,
  "lumo_ev": -0.42,
  "species": ["Cs", "B", "F", "F", "F", "F", "C", "C", "C", "S", "O", "O", "C", "H", "H", "H", "H", "H", "H", "H", "H"],
  "xyz": [[-0.98849, -0.00673, 3.66153], [-3.44516, 1.60458, 1.60471], [-2.38971, 2.21088, 0.92352], [-4.64478, 2.24738, 1.36447], [-3.54079, 0.23012, 1.28538], [-3.08389, 1.64611, 3.02027], [0.99367, 0.26879, -1.77775], [0.28582, -1.05262, -1.51806], [1.30245, -1.88978, -0.74838], [1.94444, -0.70496, 0.48412], [3.36854, -0.89354, 0.65452], [1.06629, -0.73607, 1.65874], [1.50765, 0.78771, -0.44237], [0.33340, 1.01376, -2.22179], [1.77222, 0.02192, -2.50685], [-0.05510, -1.53596, -2.43244], [-0.61763, -0.89961, -0.91563], [2.15069, -2.15214, -1.38336], [0.93369, -2.80204, -0.28727], [2.42012, 1.37508, -0.50716], [0.68656, 1.26711, 0.08379]],
  "forces_ev_per_angstrom": [[-0.1, 0.0, -0.2], [-0.3, -0.1, 0.3], [0.3, -0.1, -0.2], [0.3, -0.1, 0.2], [0.3, 0.0, 0.0], [-0.3, 0.1, -0.1], [-0.2, -0.1, -0.7], [-0.6, -0.2, 0.4], [0.2, 0.3, 0.0], [-0.5, -0.7, 0.2], [-0.6, 0.3, 0.0], [0.5, -0.1, -0.4], [0.5, -0.6, -0.2], [0.0, -0.1, -0.1], [0.3, 0.5, 0.2], [0.2, 0.0, -0.1], [0.1, 0.0, 0.0], [0.1, 0.1, 0.0], [-0.1, 0.2, 0.3], [-0.2, 0.3, 0.1], [0.2, 0.2, 0.2]]
}



[4]
{
  "formula": "C4H8BN2O2",
  "method": "ωB97M-V with the def2-TZVPD basis set",
  "homo_ha": [-0.4149, -0.4149],
  "energy_ha": -441.702280,
  "homo_lumo_gap_ev": [5.24, 5.24],
  "charge": 1,
  "lumo_ev": [-6.05, -6.05],
  "species": ["B", "C", "C", "C", "C", "N", "N", "O", "O", "H", "H", "H", "H", "H", "H", "H", "H"],
  "xyz": [[-2.08854, 0.07520, 0.01042], [0.01589, -1.60084, 0.84740], [1.86472, -0.58811, -0.59252], [-1.09467, -0.92498, 0.50931], [1.34556, 1.60143, 0.17562], [1.38140, -1.26535, 0.54741], [1.65962, 0.76867, -0.73511], [-1.76024, 0.82151, -1.01879], [-3.21478, 0.05752, 0.70790], [-0.24100, -2.41100, 1.55838], [2.47277, -1.05499, -1.37222], [1.03142, 2.54973, -0.09307], [1.07941, 1.27699, 1.10106], [1.97696, -2.15001, 0.78938], [1.99501, 1.04215, -1.64295], [-2.36561, 1.33896, -1.43984], [-4.05790, 0.46313, 0.64763]],
  "forces_ev_per_angstrom": [[-1.7, 0.2, 0.7], [-3.4, 1.9, -0.2], [-0.3, 0.0, 0.7], [4.5, -1.8, 0.5], [-1.3, 0.9, -0.7], [2.0, -2.1, -0.5], [1.7, -3.7, -0.5], [3.5, -1.2, 0.0], [-0.1, -1.0, 1.3], [0.9, 0.2, -0.4], [-0.5, -0.1, 0.5], [0.0, 1.9, -0.6], [-0.3, -1.2, 2.6], [-1.4, 2.3, -0.8], [-0.3, 0.8, -0.3], [-2.7, 2.2, -1.7], [-0.8, 0.8, -0.5]]
}



[5]
{
  "formula": "C4H8BeF12N2O12S4",
  "method": "ωB97M-V with the def2-TZVPD basis set",
  "s_squared": 0.75,
  "homo_ha": [-0.1122, -0.2589],
  "energy_ha": -3975.420138,
  "spin_multiplicity": 2,
  "homo_lumo_gap_ev": [4.85, 8.44],
  "charge": -1,
  "lumo_ev": [1.80, 1.39],
  "species": ["Be", "C", "F", "F", "F", "S", "O", "O", "N", "S", "O", "O", "C", "F", "F", "F", "C", "F", "F", "F", "S", "O", "O", "N", "S", "O", "O", "C", "F", "F", "F", "O", "H", "H", "O", "H", "H", "O", "H", "H", "O", "H", "H"],
  "xyz": [[-0.86637, -0.04279, -0.47472], [2.04324, -2.68013, -2.24906], [3.19213, -3.00811, -2.74835], [1.40540, -2.00927, -3.13248], [1.32328, -3.77368, -1.97150], [2.15829, -1.73523, -0.54095], [3.39170, -2.30251, 0.01349], [2.37251, -0.36103, -0.96202], [0.62308, -1.86794, 0.21298], [0.88318, -2.87569, 1.34929], [1.27133, -4.16197, 0.73658], [1.63123, -2.35412, 2.48481], [-0.92384, -3.22459, 2.08876], [-1.26573, -2.26106, 2.89541], [-1.79955, -3.32952, 1.08657], [-0.88149, -4.38143, 2.75737], [2.03969, 1.47140, 2.45030], [2.32442, 1.38218, 3.68027], [2.71582, 2.49605, 1.86866], [2.39887, 0.32223, 1.83782], [0.12732, 1.66562, 2.27126], [-0.48963, 0.35499, 2.38149], [-0.32430, 2.64753, 3.24414], [-0.09729, 2.07043, 0.64497], [-0.21625, 3.58244, 0.61155], [-1.59508, 4.01439, 0.50855], [0.62210, 4.35609, 1.52490], [0.60940, 3.90399, -1.14924], [0.98094, 5.14945, -1.30415], [1.74249, 3.13895, -1.20438], [-0.21568, 3.56468, -2.17390], [-2.57681, 1.55113, -1.27042], [-2.84746, 1.89318, -2.12247], [-3.25017, 1.85855, -0.66353], [-3.14643, -0.49406, 0.77337], [-3.62039, 0.25259, 1.13958], [-3.48796, -1.25156, 1.24854], [0.04808, 0.61826, -2.68945], [-0.52679, 0.70159, -3.45024], [0.93261, 0.62378, -3.05526], [-2.07917, -1.68633, -1.89046], [-2.70851, -1.27166, -2.48056], [-1.91819, -2.54684, -2.27756]],
  "forces_ev_per_angstrom": [[0.1, 0.2, 0.1], [-1.1, -0.7, 3.4], [1.5, -0.4, 0.0], [-1.4, 1.8, -1.8], [0.1, -0.7, -0.4], [2.4, 1.4, -1.6], [-2.4, -0.1, 0.1], [-1.3, -0.5, 0.0], [2.2, 2.1, -2.8], [0.0, -4.0, 3.0], [-0.6, 1.3, 1.5], [-0.9, -0.7, -1.0], [2.4, 0.1, -1.3], [-0.6, 0.4, 0.5], [-0.4, -0.1, 0.1], [-0.1, 0.2, -0.1], [-0.7, -0.2, -3.4], [0.6, 0.1, 2.6], [-0.7, -0.9, 0.6], [-0.3, 1.0, 0.3], [-1.4, -0.9, -0.1], [1.1, 0.6, -0.1], [0.8, -1.1, -0.9], [1.0, -2.9, 2.8], [0.0, 5.3, -1.6], [0.4, 0.0, -0.4], [-0.5, -0.8, -1.4], [-0.1, -1.8, 1.2], [-0.1, 0.8, -0.1], [-1.0, 0.5, -0.3], [0.6, 0.2, 0.6], [0.2, -0.5, -0.1], [0.1, 0.2, -0.4], [-0.1, 0.2, 0.4], [0.0, 0.1, -0.4], [0.0, 0.3, 0.3], [0.1, -0.4, 0.2], [-0.4, 0.0, 0.3], [-0.3, 0.0, -0.2], [0.6, -0.1, 0.3], [0.1, 0.2, 0.2], [-0.3, 0.3, -0.1], [0.3, -0.4, 0.0]]
}



[6]
{
  "formula": "C4H8Br2O2",
  "method": "ωB97M-V with the def2-TZVPD basis set",
  "homo_ha": -0.3653,
  "energy_ha": -5455.673412,
  "homo_lumo_gap_ev": 10.43,
  "charge": 0,
  "lumo_ev": 0.49,
  "species": ["C", "C", "C", "C", "O", "O", "Br", "Br", "H", "H", "H", "H", "H", "H", "H", "H"],
  "xyz": [[0.93720, -1.34794, 0.45218], [1.03589, 1.15417, -0.25833], [-1.31254, 0.11057, -0.47768], [0.12658, 0.04631, 0.36174], [-1.06161, 0.21410, -1.75890], [-0.33134, 0.36925, 1.63489], [-2.20956, -1.64313, 0.11504], [-2.42199, 1.56554, 0.11653], [1.50982, -1.58574, -0.45276], [0.26493, -2.11959, 0.83950], [1.69051, -1.12360, 1.11288], [1.12603, 1.08457, -1.36964], [1.99043, 0.92386, 0.10949], [0.94493, 2.27287, -0.02360], [-1.78738, 0.59036, -2.36107], [-0.50191, -0.51161, 1.95974]],
  "forces_ev_per_angstrom": [[-2.2, 1.6, -2.0], [-0.3, 1.0, -0.5], [1.6, -1.1, 1.6], [-1.0, 1.0, -1.9], [-1.0, 0.2, -3.2], [1.2, -0.1, 0.6], [-0.4, 0.4, -0.5], [-0.2, 0.2, 0.1], [-0.8, -0.3, -0.2], [0.5, 0.0, -0.4], [1.6, 0.5, 2.1], [-0.4, -0.2, 0.9], [1.6, -0.3, 0.5], [-0.8, -1.8, 0.0], [1.2, -0.9, 1.7], [-0.5, -0.2, 1.1]]
}